A 2-piece molecular cluster, C6H7NO3 overall, computed with ωB97M-V/def2-TZVPD.

Element x y z (Å)
C1 -2.38565 0.98103 0.40285
C2 -1.03189 1.37937 0.65826
C3 -2.39916 -0.23911 -0.29456
C4 -0.29377 0.38685 0.03218
C5 1.82017 -0.99395 -0.35576
C6 1.04773 0.22352 -0.00347
N1 0.34870 -0.49990 2.58419
O1 -0.67596 0.09074 2.71268
O2 0.99844 -1.24504 3.26957
O3 -1.09366 -0.57674 -0.41958
H1 -3.19582 1.62437 0.66777
H2 -0.76764 2.37116 1.01627
H3 -3.09943 -0.89877 -0.59346
H4 2.25837 -1.24053 0.57245
H5 1.05141 -1.71279 -0.59935
H6 2.56739 -0.90188 -1.12880
H7 1.55929 1.17093 0.08225

Its HOMO-LUMO gap (spin up / spin down) is 8.50 / 5.98 eV. The energy relative to the best compared isomer or geometry (same formula, charge and spin) is 138.7 kcal per mole. The HOMO energy (spin up / spin down) is -8.99 / -7.07 eV. The total energy is -513.0921 a.u.

***

One molecule with the formula C6H7NO3S2, computed with ωB97M-V/def2-TZVPD.

Element x y z (Å)
C1 -1.84023 -1.14035 -1.60784
C2 -1.91245 -0.32637 -0.21834
O1 -1.73945 -0.78264 0.87162
C3 -2.39498 1.11990 -0.46636
O2 -3.31926 1.39152 -1.17736
O3 -1.80577 2.04300 0.32301
N1 -0.74743 1.79376 1.12984
C4 0.29434 1.13015 0.82976
S1 0.95772 0.50375 -0.70313
C5 2.19407 -0.60016 0.10573
C6 2.71188 0.09855 1.36231
S2 1.33393 0.84264 2.16227
H1 -0.69344 -1.45877 -1.58023
H2 -2.04887 -0.55070 -2.45184
H3 -2.50632 -2.01494 -1.35617
H4 3.01379 -0.60462 -0.68457
H5 1.71174 -1.61108 0.25575
H6 3.15055 -0.71006 2.05901
H7 3.64018 0.87644 1.14653

Its HOMO-LUMO gap is 8.98 eV. As for the SMILES: CC(=O)C(=O)ON=C1SCCS1. The energy relative to the best compared isomer or geometry (same formula, charge and spin) is 55.9 kcal per mole. The HOMO energy is -9.04 eV. The total energy is -1309.5652 a.u.